# C5H10O2

A structure of composition C5H10O2 in a non-equilibrium geometry (ωB97M-V/def2-TZVPD, OMol25).

Last column: Mulliken charge in e.
Geometry (Å):
C -0.83232 0.07957 -0.58764  -0.8894
O 1.07719 1.30478 2.00026  -0.4322
H -0.00752 -1.24895 -2.06644  0.3414
C 0.91194 -0.06146 1.37513  -0.4594
H -1.14958 0.81379 -1.34013  0.3138
H -1.61451 0.05522 0.18251  0.3644
H -0.58878 2.16235 1.09781  0.2751
H -1.72536 -1.53138 -1.71427  0.3201
H 0.13906 -0.66415 1.87282  0.2568
H 1.87754 -0.56279 1.41749  0.2478
H 0.96240 2.73635 0.47293  0.2955
C 0.43763 1.86968 0.87370  -0.5293
H 1.28739 0.53907 -0.70102  0.3457
C -0.75453 -1.28218 -1.25763  -0.4784
H -0.24728 -3.08463 -0.70783  0.2869
C 0.47777 0.54264 0.04248  0.2314
O -0.39406 -2.23604 -0.27345  -0.4901

Charge ... 0
DFT total energy ... -9440.6308 eV
F_max ... 1.85 eV/Å
HOMO energy ... -9.4 eV
Energy above the lowest of the compared OMol25 structures with the same formula, charge and spin ... 55.63 kcal/mol